# 1
A molecular structure, C46H37Co2F6N3O6P in a non-equilibrium geometry, computed with the ωB97M-V functional and the def2-TZVPD basis.

CARTESIAN COORDINATES (ANGSTROEM)
Co 2.253 -2.001 1.071
Co -0.025 -2.672 0.213
P 3.732 -2.675 -0.244
F -9.810 5.553 -0.397
F -7.622 1.991 2.755
F -5.514 2.329 3.295
F -7.091 3.528 4.249
F -9.508 6.945 1.288
F -8.657 7.408 -0.689
O 0.330 -4.211 -2.218
O 2.919 -3.877 3.187
O -3.051 3.343 0.211
O 3.275 0.575 1.864
O -2.847 -3.268 0.540
O -0.117 -4.218 2.706
N -4.077 5.367 -0.343
N -0.378 1.596 -1.308
N -1.928 4.909 -1.044
C -7.647 5.649 0.578
C 2.754 -5.311 -0.014
C 4.755 -5.040 -1.365
C 3.649 -1.826 -1.872
C -1.053 2.765 -1.748
C -2.408 -1.047 4.803
C -0.953 0.086 0.974
C 3.797 -0.424 -1.924
C -6.709 2.964 3.062
C 6.381 -1.627 -0.428
C 3.172 -1.838 -4.247
C 2.808 -6.693 -0.215
C 8.074 -1.983 1.271
C -6.616 3.993 1.967
C 7.671 -1.404 0.064
C 0.183 -3.590 -1.250
C -3.130 -0.122 4.036
C 4.806 -6.423 -1.559
C -5.396 4.229 1.351
C -0.735 4.062 -1.017
C -5.293 5.165 0.313
C 5.897 -3.021 1.496
C 3.842 -7.251 -0.970
C 2.866 -0.468 1.556
C -7.755 4.699 1.590
C 3.316 -0.450 -4.293
C 7.190 -2.800 1.984
C -0.592 -0.928 3.219
C -1.740 -3.012 0.318
C -0.196 -0.906 0.421
C -2.574 0.410 2.874
C 5.477 -2.418 0.297
C 1.003 -1.261 -0.175
C 3.320 -2.528 -3.040
C -0.464 1.435 -3.693
C 3.620 0.262 -3.129
C 2.586 -3.134 2.356
C -1.145 -1.467 4.375
C -1.350 -0.099 2.364
C 0.027 0.750 -2.405
C -8.897 6.396 0.189
C -0.922 2.840 -3.277
C 0.101 -3.551 1.779
C -6.437 5.893 -0.064
C 3.728 -4.480 -0.587
C -3.019 4.460 -0.325
H 5.601 -6.855 -2.168
H 0.335 1.445 -4.443
H 2.932 -2.395 -5.153
H 1.119 0.598 -2.420
H -0.420 -0.248 -2.298
H 3.728 1.350 -3.148
H 6.091 -1.179 -1.378
H 7.498 -3.258 2.927
H 0.242 1.671 -0.512
H 0.052 4.601 -1.554
H -6.368 6.623 -0.865
H 2.036 -7.328 0.224
H 0.443 -1.162 2.945
H -1.881 3.118 -3.724
H 3.180 0.086 -5.232
H 5.214 -3.667 2.054
H -1.786 5.908 -0.988
H -0.425 3.870 0.022
H -2.088 2.481 -1.542
H 9.072 -1.788 1.666
H 1.372 -0.890 -1.124
H -3.998 6.119 -1.022
H 4.072 0.135 -1.023
H 5.518 -4.396 -1.808
H -8.706 4.516 2.075
H -4.533 3.651 1.645
H 8.358 -0.768 -0.496
H -3.091 1.173 2.291
H 3.198 -3.610 -3.006
H -0.177 3.598 -3.545
H -4.135 0.166 4.356
H -1.307 0.867 -4.104
H 1.951 -4.880 0.599
H 3.898 -8.334 -1.093
H -0.586 -2.209 4.946
H -1.455 0.856 0.388
H -2.830 -1.438 5.731

LUMO = 1.755 eV
E_HOMO = -3.14 eV
Total charge = -1
Gap between HOMO and LUMO = 0.1799 hartree

---

# 2
A molecular structure, C46H37N2O3P2S3SbSe4Ti, computed with the ωB97M-V functional and the def2-TZVPD basis.

CARTESIAN COORDINATES (ANGSTROEM)
Sb -4.670 -0.962 -3.236
Se -6.985 -1.245 -4.306
Se -3.177 -2.678 -4.064
Se -1.789 -0.491 -1.269
Se -5.570 0.474 -5.181
Ti 0.000 -0.031 -0.028
S 4.275 1.259 2.060
S -1.046 -1.854 1.529
S 2.327 -0.794 2.953
P 0.966 -2.362 -0.618
P -1.733 1.248 1.307
O 0.211 2.793 -3.352
O 0.567 1.531 -1.089
O -0.309 -2.478 2.654
N 2.561 1.728 0.003
N 2.006 0.709 0.788
C 3.796 4.741 -2.630
C -2.584 -1.267 2.226
C 2.673 -0.269 -3.597
C 3.465 -4.714 1.587
C -0.353 3.851 4.839
C -2.095 3.365 -0.405
C -0.318 1.800 3.593
C -1.260 4.383 3.935
C 1.381 3.388 -3.057
C -2.661 -3.870 0.380
C 4.464 -5.048 0.683
C 1.329 -1.788 -2.294
C 1.775 -0.392 -4.650
C -2.871 0.092 2.144
C 2.376 -3.385 -0.097
C -1.229 2.330 2.681
C 2.160 3.100 -1.924
C 2.757 0.437 1.798
C 3.018 5.016 -3.755
C 2.450 -0.960 -2.417
C -1.851 -5.228 -1.437
C -3.977 0.581 2.836
C -3.983 1.873 -0.250
C 4.413 -4.563 -0.616
C 0.116 2.554 4.670
C -2.849 -4.895 -0.541
C -4.770 -0.272 3.584
C -3.978 3.648 -1.871
C -4.441 -1.618 3.692
C -0.463 -3.476 -0.556
C 3.371 -3.736 -1.009
C 0.431 -1.907 -3.351
C 1.756 2.077 -0.947
C 2.421 -3.887 1.202
C 4.025 -0.981 3.559
C -3.332 -2.116 3.031
C 4.630 0.407 3.623
C 1.830 4.351 -3.966
C -4.607 2.563 -1.280
C -0.653 -4.526 -1.438
C -1.470 -3.172 0.372
C -2.725 2.271 0.191
C -2.725 4.053 -1.428
C -1.702 3.626 2.858
C 3.363 3.791 -1.732
C 0.660 -1.210 -4.528
H 4.574 -1.628 2.876
H -2.019 -6.005 -2.170
H 3.947 3.556 -0.853
H 4.727 5.266 -2.463
H 4.206 0.981 4.447
H 0.115 -4.767 -2.163
H 0.051 0.787 3.469
H -5.632 0.119 4.109
H -1.629 5.392 4.067
H 3.534 0.382 -3.684
H -4.460 0.994 0.163
H 1.935 0.170 -5.561
H -0.489 -2.473 -3.258
H 1.627 -3.648 1.898
H 1.215 4.552 -4.833
H -5.040 -2.275 4.308
H 5.183 -4.831 -1.328
H -2.222 4.886 -1.902
H -4.457 4.160 -2.695
H 3.345 5.759 -4.471
H 0.820 2.131 5.375
H -3.030 -3.147 3.160
H 5.712 0.366 3.738
H 3.492 -5.109 2.595
H -0.067 -1.288 -5.326
H -4.206 1.639 2.796
H 3.336 -3.361 -2.023
H -1.099 3.660 -0.094
H -3.796 -5.415 -0.570
H -2.412 4.046 2.157
H -0.011 4.446 5.675
H 5.277 -5.695 0.986
H -3.461 -3.608 1.056
H -0.005 2.155 -2.646
H 3.973 -1.451 4.540
H 3.137 -0.837 -1.584
H -5.567 2.226 -1.650

LUMO = -0.988 eV
E_HOMO = -6.01 eV
Total charge = 0
Gap between HOMO and LUMO = 0.1846 hartree

---

# 3
A molecular structure, C46H38CaClIN10O3 in a non-equilibrium geometry, computed with the ωB97M-V functional and the def2-TZVPD basis.

CARTESIAN COORDINATES (ANGSTROEM)
I -1.661 6.117 1.837
Ca -0.177 1.168 0.964
Cl -6.113 4.522 -1.340
O 2.233 -5.509 -3.050
O -1.062 3.040 1.333
O 1.488 -6.529 -1.243
N 1.104 -0.675 1.557
N -2.427 1.124 -0.047
N -1.625 -0.613 2.329
N -0.018 -1.700 -0.240
N 0.871 1.610 3.049
N -0.440 1.474 -2.166
N 3.261 3.874 -0.438
N -1.413 -1.945 2.361
N 1.818 2.324 0.110
N 0.309 0.753 -3.022
C -3.301 -4.409 0.378
C 1.604 0.293 -2.635
C -3.900 5.009 0.109
C -3.101 0.194 -0.680
C -1.235 -1.298 4.452
C -1.744 -2.745 1.220
C -1.529 1.783 -2.854
C -0.278 0.612 -4.234
C 0.973 -3.180 -2.011
C 2.226 1.866 5.452
C 3.090 1.918 0.490
C -1.533 -0.221 3.596
C -4.378 -5.441 0.599
C 0.870 4.390 -0.969
C -4.852 1.693 -1.303
C -2.820 -4.129 -0.894
C 1.439 -4.140 -1.191
C 1.315 2.844 5.053
C 4.130 -0.497 -1.910
C -1.786 -3.231 -1.097
C 3.032 -1.239 -1.516
C 2.704 1.049 -3.025
C 0.675 2.673 3.842
C -2.766 -3.669 1.414
C 3.986 0.657 -2.682
C -4.618 4.065 -0.564
C 3.996 2.873 0.168
C 1.594 -3.023 1.076
C 1.706 -5.495 -1.803
C 0.968 -1.777 0.820
C 1.876 -0.534 2.612
C 5.194 1.437 -3.138
C -1.172 -2.386 3.617
C -2.166 3.370 0.745
C -1.484 1.263 -4.164
C 1.737 -0.865 -1.885
C -4.164 2.728 -0.630
C -2.943 2.387 0.004
C -4.326 0.435 -1.324
C 1.741 0.648 3.439
C 1.710 -4.086 0.235
C 0.551 -1.779 -1.620
C 2.448 0.771 4.643
C -2.703 4.661 0.751
C -1.157 -2.556 -0.042
C 1.955 3.509 -0.451
H 2.759 1.965 6.391
H 0.080 3.781 -1.402
H -5.790 1.917 -1.792
H 5.876 1.624 -2.305
H 3.622 4.740 -0.789
H -3.175 -3.767 2.414
H 5.748 0.875 -3.893
H 0.806 -3.425 -3.057
H -1.466 -3.071 -2.115
H -1.678 0.821 3.844
H -0.984 -3.432 3.816
H -4.675 -5.491 1.648
H 3.151 -0.003 4.927
H -2.315 2.363 -2.387
H -0.023 3.416 3.465
H -4.266 6.026 0.153
H -2.228 1.353 -4.940
H 1.113 3.713 5.666
H -4.831 -0.379 -1.829
H -2.677 -0.801 -0.686
H 2.565 -1.307 2.940
H 3.176 -2.145 -0.937
H 2.536 1.951 -3.605
H 2.112 -5.003 0.647
H -0.244 -1.460 -2.294
H -5.267 -5.217 0.004
H -4.025 -6.431 0.301
H 5.064 2.937 0.306
H 5.125 -0.815 -1.612
H 4.909 2.395 -3.574
H 2.454 -4.608 -3.308
H -3.249 -4.635 -1.755
H 1.253 5.077 -1.727
H 2.018 -3.147 2.073
H 0.197 0.053 -5.028
H -1.080 -1.276 5.519
H 0.437 4.976 -0.154
H 3.256 0.972 0.984

LUMO = -0.198 eV
E_HOMO = -6.13 eV
Total charge = 0
Gap between HOMO and LUMO = 0.2178 hartree

---

# 4
A molecular structure, C46H39AsAuBrN2O6P in a non-equilibrium geometry, computed with the ωB97M-V functional and the def2-TZVPD basis.

CARTESIAN COORDINATES (ANGSTROEM)
Au -0.281 0.538 -0.341
Br -2.873 -2.986 1.159
As -3.118 5.529 -0.746
P 0.460 2.731 0.076
O -4.144 0.782 -0.437
O -4.170 2.604 5.150
O -3.701 0.720 6.361
O 0.313 0.006 2.158
O -2.258 -0.476 -0.507
O 0.131 -1.526 3.824
N 2.673 -0.639 0.536
N 1.487 -0.485 -1.442
C -2.272 6.456 1.958
C 2.800 5.024 -2.400
C 2.597 -0.865 -0.801
C 3.247 2.982 3.734
C -3.278 0.469 5.063
C -3.090 1.945 3.077
C -4.455 1.926 6.380
C -0.605 6.648 -1.831
C 2.404 -1.237 -3.524
C -1.897 3.972 -0.732
C -2.986 -1.476 2.102
C 1.326 3.415 -1.368
C -1.803 6.905 -1.173
C -4.785 -0.103 2.106
C 1.569 3.475 -3.769
C -2.139 8.226 -0.873
C 1.402 -0.681 -2.772
C 3.778 2.757 2.473
C -2.493 6.736 3.300
C -3.903 -0.775 4.316
C -1.679 -0.123 3.460
C -4.498 5.578 1.777
C -0.817 4.025 0.343
C -3.719 6.435 3.885
C -0.079 8.998 -1.843
C -4.721 5.852 3.122
C -1.854 0.401 4.790
C -5.023 -0.384 3.389
C 2.474 4.520 -3.653
C -0.237 -0.595 3.099
C -3.256 0.090 0.028
C 1.575 2.925 1.499
C 1.046 3.120 2.775
C 2.945 2.725 1.361
C 0.257 7.691 -2.158
C -2.674 -1.355 3.532
C 2.224 4.480 -1.261
C -1.282 9.265 -1.200
C 3.572 -1.625 -2.859
C -3.347 -0.165 1.590
C -3.532 1.775 4.334
C 1.878 3.160 3.884
C 3.674 -1.442 -1.507
C -2.391 0.796 2.417
C 0.998 2.924 -2.629
C -3.271 5.868 1.182
H -5.683 5.629 3.566
H 1.313 3.085 -4.746
H -2.231 -2.219 4.015
H 3.897 3.015 4.600
H 3.364 2.533 0.380
H -3.078 8.441 -0.374
H 0.589 9.809 -2.106
H -5.296 5.159 1.174
H -4.239 -1.495 5.060
H -1.067 0.653 5.504
H -1.603 1.164 1.746
H 1.852 -0.385 1.077
H 3.451 -1.018 1.043
H -3.895 6.673 4.927
H 1.188 7.474 -2.667
H -1.322 6.722 1.513
H 4.842 2.597 2.356
H -6.014 -0.270 3.817
H -1.240 3.916 1.340
H -4.125 2.547 7.206
H 0.468 -0.375 -3.229
H -0.278 4.974 0.315
H -2.512 3.072 -0.649
H -0.024 3.227 2.915
H -1.715 7.207 3.887
H 1.461 3.326 4.871
H 4.390 -2.075 -3.409
H -5.521 1.722 6.449
H -1.446 3.947 -1.726
H 2.281 -1.375 -4.589
H -0.322 5.635 -2.098
H -5.530 0.204 1.380
H 2.928 4.945 -4.541
H 2.473 4.883 -0.286
H -1.557 10.286 -0.962
H -3.344 2.835 2.505
H 3.505 5.841 -2.309
H 4.565 -1.734 -0.963
H 0.288 2.109 -2.709

LUMO = -5.695 eV
E_HOMO = -10.07 eV
Total charge = +1
Gap between HOMO and LUMO = 0.1609 hartree

---

# 5
A molecular structure, C46H39MnN3O2PTe in a non-equilibrium geometry, computed with the ωB97M-V functional and the def2-TZVPD basis.

CARTESIAN COORDINATES (ANGSTROEM)
Te 2.514 -0.830 -3.973
Mn -0.091 -0.101 0.146
P -2.166 1.117 -0.966
O 3.344 -2.679 3.819
O 1.486 -0.820 0.998
N -1.756 -1.457 0.425
N -3.218 0.345 0.159
N 1.433 1.021 -0.987
C 1.201 -1.696 3.827
C 2.644 -1.780 3.411
C 2.043 1.671 -5.716
C 3.722 4.581 -2.149
C 4.369 1.408 1.186
C 3.221 -0.681 2.575
C 4.421 -0.128 2.986
C 0.602 -2.832 4.363
C -0.801 -0.440 4.298
C 3.019 0.890 -5.107
C 1.016 1.346 -2.359
C 4.661 1.977 -1.900
C 2.961 3.630 -1.486
C -0.386 4.623 1.451
C -2.984 -0.943 0.613
C -3.277 1.182 -3.487
C 4.960 4.235 -2.675
C -5.083 2.599 -4.188
C 2.408 2.789 -6.452
C -1.641 2.592 -0.001
C -1.393 -1.578 4.832
C -4.270 2.732 -1.927
C -1.124 2.350 1.278
C 6.285 1.576 2.805
C -1.523 3.869 -0.536
C -3.324 1.746 -2.213
C 5.421 2.931 -2.560
C 3.436 2.328 -1.345
C 0.493 -0.498 3.803
C -4.157 1.607 -4.472
C -5.143 3.157 -2.916
C 4.360 1.226 -5.251
C 2.581 -0.235 1.403
C -3.698 -2.920 1.745
C -3.984 -1.659 1.272
C 3.182 0.843 0.688
C -0.919 4.885 0.197
C -1.501 -2.702 0.885
C 2.614 1.351 -0.567
C -2.430 -3.461 1.546
C 3.747 3.129 -6.590
C 5.009 0.941 2.316
C 4.721 2.343 -5.992
C 0.737 0.049 -3.131
C -0.493 3.351 1.996
C -0.689 -2.775 4.866
H 1.997 3.894 -1.062
H -0.507 -3.084 0.688
H -5.764 2.941 -4.956
H 5.567 4.982 -3.171
H -0.865 5.884 -0.216
H -4.120 1.163 -5.458
H 0.980 0.406 3.452
H -2.174 -4.447 1.902
H -2.398 -1.525 5.234
H -1.297 1.392 1.772
H -4.965 -1.219 1.399
H 5.768 2.602 -6.096
H 0.108 5.409 2.007
H 0.104 1.948 -2.312
H -1.141 -3.658 5.300
H -1.343 0.499 4.298
H 6.131 2.632 3.037
H 3.348 5.592 -2.255
H 4.887 -0.531 3.879
H -4.170 0.669 0.231
H 4.807 2.246 0.662
H 1.759 1.938 -2.888
H 5.013 0.956 -1.816
H 7.067 1.524 2.045
H 1.643 3.388 -6.932
H -0.093 3.145 2.982
H 0.995 1.408 -5.628
H 6.654 1.081 3.702
H 0.002 0.192 -3.921
H -1.883 4.078 -1.536
H -4.324 3.168 -0.936
H 6.379 2.656 -2.983
H -2.553 0.403 -3.703
H -4.463 -3.486 2.261
H 0.353 -0.716 -2.455
H 4.028 3.998 -7.172
H -5.871 3.927 -2.693
H 1.181 -3.746 4.404
H 5.124 0.612 -4.789

LUMO (spin up / spin down) = -2.456 / -2.639 eV
Multiplicity = 6
E_HOMO (spin up / spin down) = -9.91 / -9.91 eV
Total charge = +1
Gap between HOMO and LUMO (spin up / spin down) = 0.2738 / 0.2673 hartree